Run i
Computed, not measured: 4 unconnected molecules or ions with the total composition H10NO3, with ωB97M-V/def2-TZVPD.

```
! RIJCOSX wB97M-V def2-TZVPD def2/J DEFGRID3
* xyz 1 1
N 0.96883 0.87151 -1.31555
H 0.54255 1.73563 -1.00207
H 0.19555 0.21661 -1.46332
H 1.39890 1.12990 -2.20291
H 1.67735 0.51513 -0.59874
H -1.85610 -0.82959 -0.14730
H -1.61538 -1.43443 -1.55099
O -1.21371 -0.83278 -0.89764
H 1.95969 -0.53059 1.25004
H 3.12194 0.44620 1.16720
O 2.50009 -0.05965 0.59836
H -2.24916 -0.60062 2.29745
H -2.53986 0.84894 1.77590
O -2.17447 -0.00028 1.51651
*
```

Calculated values
* HOMO-LUMO gap: 0.4499 Ha
* LUMO level: -3.23 eV

=====

Run ii
Computed, not measured: 4 unconnected molecules or ions with the total composition H10NO3, with ωB97M-V/def2-TZVPD.

```
! RIJCOSX wB97M-V def2-TZVPD def2/J DEFGRID3
* xyz 1 1
N 0.15103 0.89528 0.06467
H 0.95422 0.49688 -0.49085
H 0.08591 1.92175 0.31526
H -0.63445 0.79287 -0.60424
H -0.03411 0.25351 0.86823
H 2.87391 1.86035 -1.76548
H 2.66082 1.85326 -0.32676
O 2.20203 1.58324 -1.10867
H -0.27796 -2.39313 1.55393
H 0.37283 -1.32316 2.50551
O -0.03325 -1.47706 1.63474
H -2.85962 -1.54452 -1.59607
H -3.14365 -1.51283 -0.22169
O -2.31770 -1.40642 -0.82857
*
```

Calculated values
* HOMO-LUMO gap: 0.4350 Ha
* LUMO level: -3.34 eV

=====

Run iii
Computed, not measured: 4 unconnected molecules or ions with the total composition H10NO3, with ωB97M-V/def2-TZVPD.

```
! RIJCOSX wB97M-V def2-TZVPD def2/J DEFGRID3
* xyz 1 1
N 1.19623 -0.33584 -0.26002
H 1.42910 -1.12409 -0.85377
H 1.29224 0.50648 -0.82571
H 0.18517 -0.44027 -0.05506
H 1.75660 -0.44034 0.59111
H -2.82558 1.98804 -2.78571
H -3.06143 2.32723 -1.41659
O -2.75326 1.57190 -1.92555
H 2.67266 0.68540 3.01034
H 2.56961 -0.86107 3.00674
O 2.71893 -0.09371 2.46168
H -1.95749 -1.26259 -1.05445
H -1.86893 -1.42418 0.43676
O -1.35386 -1.09697 -0.32979
*
```

Calculated values
* HOMO-LUMO gap: 0.4155 Ha
* LUMO level: -3.34 eV

=====

Run iv
Computed, not measured: 4 unconnected molecules or ions with the total composition H10NO3, with ωB97M-V/def2-TZVPD.

```
! RIJCOSX wB97M-V def2-TZVPD def2/J DEFGRID3
* xyz 1 1
N -0.91588 0.32042 -1.63020
H -0.73630 1.26696 -1.79354
H -0.05686 -0.26793 -1.17153
H -1.60647 0.21726 -0.80165
H -1.22931 -0.27231 -2.33633
H 1.97135 0.49922 -0.05912
H 2.32225 -0.17300 -1.61983
O 2.46153 0.18594 -0.78992
H -2.61130 0.86128 1.36493
H -1.71471 -0.18726 2.07828
O -1.78315 0.34060 1.22161
H 2.13096 -1.22964 1.67265
H 0.49276 -0.76504 2.20495
O 1.27512 -0.79649 1.65968
*
```

Calculated values
* HOMO-LUMO gap: 0.4023 Ha
* LUMO level: -4.00 eV

=====

On energetic grounds, run i is preferred over the next structure by 0.0135 hartree.

=====

Run i
Computed, not measured: C5H6N2OS in the gas phase, with ωB97M-V/def2-TZVPD.

```
! RIJCOSX wB97M-V def2-TZVPD def2/J DEFGRID3
* xyz 0 1
O -1.35281 -2.29511 -0.35116
C -0.82594 -1.23817 -0.14915
C -0.86445 0.00722 -1.01903
C -0.86810 1.08274 0.05793
C 0.27222 0.53743 0.92431
N 1.65230 0.91010 0.50200
C 2.32218 0.10863 -0.12621
S 3.12695 -0.68784 -1.20195
N -0.08326 -0.85616 0.96556
H -1.65056 0.04797 -1.75610
H 0.05857 0.00445 -1.58834
H -1.71509 0.85437 0.68713
H -0.79630 2.10666 -0.25629
H 0.18257 0.94053 1.92354
H 0.54172 -1.52285 1.38773
*
```

Calculated values
* HOMO-LUMO gap: 0.3599 Ha
* LUMO level: 0.18 eV
* SMILES: O=C1CC[C@H](N=C=S)N1

=====

Run ii
Computed, not measured: 2 unconnected molecules or ions with the total composition C5H6N2OS, with ωB97M-V/def2-TZVPD.

```
! RIJCOSX wB97M-V def2-TZVPD def2/J DEFGRID3
* xyz 0 1
O 1.20263 -1.45994 0.57741
C 0.61621 -0.68181 -0.17775
C -0.88033 -0.63701 -0.40097
C -1.14074 0.44745 -1.41613
C 0.20642 0.93592 -1.65590
N 1.20373 0.36436 -1.03211
H -1.20633 -1.63279 -0.87696
H -1.46087 -0.42744 0.55324
H -1.60811 0.02007 -2.34434
H -1.80776 1.20745 -1.04808
H 0.31826 1.44265 -2.51849
N 1.80639 -0.41546 2.83633
C 1.10163 0.53948 2.55106
S -0.09321 1.59739 2.61767
H 1.74207 -1.30033 2.33502
*
```

Calculated values
* HOMO-LUMO gap: 0.3303 Ha
* LUMO level: -0.28 eV
* SMILES: O=C1CCC=N1.N=C=S

=====

Run iii
Computed, not measured: 2 unconnected molecules or ions with the total composition C5H6N2OS, with ωB97M-V/def2-TZVPD.

```
! RIJCOSX wB97M-V def2-TZVPD def2/J DEFGRID3
* xyz 0 1
C 3.50140 0.41982 -0.21027
C 2.38185 1.18470 -0.10075
C 1.85837 -0.98500 0.04582
C 0.02744 0.78453 0.01195
C -2.57181 -0.65463 0.17508
N 3.10718 -0.92712 -0.11863
N 1.24175 0.31852 0.07030
O -1.31844 -1.05821 0.50652
S -0.83623 2.06692 -0.26422
H 4.51331 0.79109 -0.32658
H 2.24382 2.29967 0.11662
H 1.38102 -1.86861 0.04431
H -2.73900 0.44721 0.41290
H -3.19590 -1.17102 0.90188
H -2.97350 -0.91502 -0.91843
*
```

Calculated values
* HOMO-LUMO gap (spin up / spin down): 0.2882 / 0.2881 Ha
* LUMO level (spin up / spin down): -0.95 / -0.95 eV

=====

On energetic grounds, run i is preferred over the next structure by 0.0508 hartree.

=====

Run i
Computed, not measured: C4H5N3OS in the gas phase, with ωB97M-V/def2-TZVPD.

```
! RIJCOSX wB97M-V def2-TZVPD def2/J DEFGRID3
* xyz 0 1
O -0.69810 1.37067 -2.94616
C -0.64465 0.49988 -2.11623
C 0.57698 0.03849 -1.37090
S 0.87612 -1.79355 -1.37544
C 0.15255 0.20993 0.43773
N -1.04196 0.22578 0.93941
C -0.79621 0.28935 2.27351
N 0.45419 0.24040 2.60806
N 1.06399 0.19225 1.41519
H -1.47773 -0.08835 -1.78463
H 1.42509 0.74066 -1.63613
H -0.44899 -2.25884 -0.97626
H -1.58509 0.08837 3.10418
H 2.14381 0.24495 1.42767
*
```

Calculated values
* HOMO-LUMO gap: 0.3623 Ha
* LUMO level: 0.26 eV
* SMILES: O=C[C@H](S)c1ncn[nH]1

=====

Run ii
Computed, not measured: 3 unconnected molecules or ions with the total composition C4H5N3OS, with ωB97M-V/def2-TZVPD.

```
! RIJCOSX wB97M-V def2-TZVPD def2/J DEFGRID3
* xyz 0 1
C 0.92668 -0.07135 1.53840
C 0.64631 -1.29456 2.18056
C 0.82763 -0.47529 0.24836
C 0.93739 1.32917 -3.01248
N 0.24845 -2.22970 1.34868
N 0.29730 -1.71705 0.09817
N 0.54269 0.84191 -2.00933
O 1.30076 1.93915 -3.96030
S -2.43170 1.22853 0.20262
H 1.17871 0.87208 1.84893
H 0.51758 -1.61868 3.19025
H 0.00298 -2.23886 -0.63255
H -3.23036 1.15490 -0.83066
H -1.76442 2.27974 -0.21065
*
```

Calculated values
* HOMO-LUMO gap (spin up / spin down): 0.2104 / 0.2112 Ha
* LUMO level (spin up / spin down): -3.67 / -3.66 eV

=====

On energetic grounds, run i is preferred over the next structure by 0.1495 hartree.

=====

Run i
Computed, not measured: 2 unconnected molecules or ions with the total composition C6H6N2OS, with ωB97M-V/def2-TZVPD.

```
! RIJCOSX wB97M-V def2-TZVPD def2/J DEFGRID3
* xyz 0 1
N -0.40763 -3.05761 0.06251
C 0.24240 -2.12431 0.05210
C 1.12392 -1.04958 0.14478
C 1.76868 -0.68430 1.27430
S 2.78020 0.65294 1.02357
C 2.22570 0.68444 -0.72144
N 1.38364 -0.24126 -0.94473
H 1.93448 -1.30095 2.15254
H 2.74396 1.36462 -1.32519
C -1.92687 0.60755 -1.12388
C -2.02975 1.34713 0.01265
O -1.97376 0.81268 1.28043
H -1.69828 -0.39353 -0.90115
H -1.88672 1.10144 -2.08104
H -2.05804 2.39089 -0.16527
H -2.22194 -0.11014 1.25982
*
```

Calculated values
* HOMO-LUMO gap: 0.3341 Ha
* LUMO level: 0.08 eV
* SMILES: N#Cc1cscn1.C=CO

=====

Run ii
Computed, not measured: C6H6N2OS in the gas phase, with ωB97M-V/def2-TZVPD.

```
! RIJCOSX wB97M-V def2-TZVPD def2/J DEFGRID3
* xyz 0 1
C 2.08785 -1.15456 0.01117
C 0.93484 -1.83083 0.26746
C 2.00061 0.21745 -0.41376
C -0.32334 -1.29782 0.05722
C 0.75357 0.73820 -0.66396
C -0.36830 0.01714 -0.46679
N -1.68834 2.23241 1.16220
N -2.45970 1.79099 0.27471
O -3.11941 -0.42466 -0.32086
S -1.96902 0.71659 -0.92943
H 3.00489 -1.51010 0.34727
H 0.85329 -2.76187 0.75464
H 2.95570 0.72567 -0.71280
H -1.26181 -1.65175 -0.02731
H 0.80616 1.64857 -1.21719
H -2.20698 2.54458 1.87742
*
```

Calculated values
* HOMO-LUMO gap: 0.3313 Ha
* LUMO level: -0.41 eV

=====

On energetic grounds, run i is preferred over the next structure by 0.1026 hartree.